[1]
The following is a quantum chemistry calculation of a single C8H8N4S2 molecule at a distorted geometry, from the OMol25 dataset.

Structure (ORCA input):
```
! wB97M-V def2-TZVPD RIJCOSX def2/J DEFGRID3
* xyz 0 1
C -0.20308 -3.57291 -1.00636
C -1.12938 -3.30812 -0.00303
C 0.42707 -2.54905 -1.68697
C -1.45454 -2.00594 0.33993
C 0.12217 -1.23563 -1.35273
C -0.82235 -0.98135 -0.33348
C 0.14712 0.95157 -1.45588
C 0.55594 3.37797 1.61910
N 0.65145 -0.11230 -1.93096
N 0.25853 1.07091 1.31219
N 1.51266 3.31242 0.68198
N -0.00722 2.15257 1.94456
S 0.01573 4.75414 2.33588
S -1.03487 0.74526 -0.14097
H 0.02398 -4.59864 -1.25512
H -1.60281 -4.12497 0.51884
H 1.14467 -2.73793 -2.47063
H -2.16862 -1.79232 1.11899
H 0.42929 1.93516 -1.77337
H 1.82274 2.38355 0.42438
H 2.05843 4.12232 0.45537
H -0.74689 2.21327 2.65829
*
```

Properties
- LUMO (eV) = -0.682
- frontier orbital gap (eV) = 7.5
- HOMO (eV) = -8.2
- energy relative to the best compared isomer or geometry (same formula, charge and spin) (kJ/mol) = 20.9
- DFT total energy (eV) = -36054.040

---

[2]
The following is a quantum chemistry calculation of 2 unconnected molecules or ions with the total composition C8H8N6O at a distorted geometry, from the OMol25 dataset.

Structure (ORCA input):
```
! wB97M-V def2-TZVPD RIJCOSX def2/J DEFGRID3
* xyz 0 1
C -0.17981 0.47849 0.16965
C -1.27626 0.03175 0.04047
C -4.62638 -0.16291 0.22499
C 2.74800 -2.26166 -0.14285
C -3.50425 0.45456 0.51589
C 1.60292 -1.59702 -0.32849
C 1.74551 2.06628 0.71971
C 1.20896 0.74023 0.14932
N -4.32734 -1.29428 -0.52118
N 3.69722 -1.49026 0.33352
N -3.09008 -1.37041 -0.60971
N 3.20267 -0.33769 0.59379
N -2.53413 -0.36220 -0.03413
N 1.96248 -0.41721 0.20166
O 1.41010 0.77173 -2.07143
H -5.66563 -0.09611 0.58048
H 2.95687 -3.23626 -0.43559
H -3.25767 1.31464 1.17426
H 0.63997 -1.73606 -0.74576
H 2.62204 2.23974 0.16582
H 1.01331 2.78417 0.39091
H 2.01768 1.83240 1.74043
H 1.63383 1.64806 -2.11179
*
```

Properties
- LUMO (spin up / spin down) (eV) = -1.492 / -1.450
- frontier orbital gap (spin up / spin down) (eV) = 8.2 / 7.8
- HOMO (spin up / spin down) (eV) = -9.6 / -9.3
- energy relative to the best compared isomer or geometry (same formula, charge and spin) (kJ/mol) = 201.6
- DFT total energy (eV) = -19405.559

---

[3]
The following is a quantum chemistry calculation of a molecular structure, C8H8NO4Pt, from the OMol25 dataset.

Structure (ORCA input):
```
! wB97M-V def2-TZVPD RIJCOSX def2/J DEFGRID3
* xyz 1 3
Pt -0.16494 0.13227 0.14776
O 3.34410 0.72988 -1.86969
C 2.38332 0.46524 -1.03684
O 1.18648 0.61153 -1.36859
C 2.72193 -0.01242 0.30191
C 3.92975 -0.23594 0.88665
C 3.94399 -0.69524 2.23161
C 2.77229 -0.89883 2.92474
C 1.54130 -0.65938 2.29496
N 1.58264 -0.23368 0.99240
C 0.19603 -0.76085 2.74618
O -0.18842 -1.15259 3.94046
O -0.77839 -0.45716 1.94942
H 2.97858 1.03784 -2.71824
H 4.84608 -0.06492 0.33761
H 4.88958 -0.88003 2.72092
H 2.81623 -1.23779 3.95322
H 0.55822 -1.37656 4.51304
C -1.67621 0.24042 -1.24372
H -1.71003 1.20280 -1.74645
H -2.46758 0.12744 -0.48467
H -1.65421 -0.58687 -1.94417
*
```

Properties
- LUMO (spin up / spin down) (eV) = -4.680 / -6.282
- expectation value of S² = 2.024
- frontier orbital gap (spin up / spin down) (eV) = 5.9 / 7.6
- HOMO (spin up / spin down) (eV) = -10.5 / -13.8
- DFT total energy (eV) = -21343.623